[1]
Entry from the OMol25 dataset: a structure of composition C36H15AuClF15GeN4S (ωB97M-V with the def2-TZVPD basis set).

```
74
Properties=species:S:1:pos:R:3:forces:R:3
Au 1.3262 0.1861 0.1893 -0.07 0.03 0.54
Ge -2.3902 -0.3939 -0.0184 0.12 0.03 0.06
Cl 3.6711 -3.9583 1.1121 -0.12 -0.24 0.21
S -0.6561 -0.8128 1.2063 0.00 -0.25 -0.26
F -4.7412 0.5883 -4.5708 0.14 -0.03 0.10
F -3.5847 -0.1036 2.7568 -0.02 -0.08 0.02
F 0.1000 -0.1034 -2.2338 0.10 -0.06 0.18
F -2.4509 0.7510 -6.0353 0.00 -0.04 0.23
F -4.7768 4.4283 2.8710 0.11 -0.23 -0.15
F -0.0435 0.4016 -4.8123 -0.05 -0.01 0.05
F -5.5001 -0.7604 0.7760 -0.04 0.01 0.04
F -3.2350 -5.5525 -0.3779 -0.06 0.15 0.04
F -3.9610 4.7000 0.2857 0.00 -0.04 0.01
F -5.7892 -5.4262 0.5614 0.11 0.18 -0.02
F -4.6141 0.1036 -1.9301 -0.07 0.01 0.02
F -4.5928 2.0015 4.0933 0.02 -0.01 -0.07
F -2.9924 2.6099 -1.0625 -0.01 -0.03 0.25
F -6.9068 -3.0100 1.1239 0.06 0.01 -0.01
F -1.8200 -3.2968 -0.7375 -0.12 0.06 0.08
N 2.5106 0.6924 1.9384 -0.19 -0.15 -0.27
N 2.1039 1.6693 2.6698 -0.03 0.09 0.07
N 0.9190 2.4159 0.7923 0.05 -0.08 -0.22
N 3.2462 -1.4133 0.2199 -0.35 0.29 -0.01
C -3.6820 1.0662 2.1181 -0.07 0.17 0.26
C 3.7111 -1.4258 -1.1417 0.14 0.08 -0.08
C -4.2001 2.1381 2.8269 0.04 0.03 -0.07
C -4.8961 -1.9243 0.5077 -0.20 -0.10 0.04
C -3.0642 -3.1927 -0.2384 0.01 -0.29 -0.10
C -5.6479 -3.0760 0.6895 0.08 -0.05 -0.07
C -3.5574 0.4108 -3.9801 -0.06 0.00 -0.01
C 4.0295 -2.6011 -1.7986 -0.11 -0.10 -0.13
C 5.9568 0.1407 3.0566 -0.01 -0.04 -0.03
C -1.1337 0.0589 -2.7408 -0.06 0.00 -0.29
C -1.1703 0.3219 -4.1034 -0.19 0.00 0.03
C -3.4680 0.1473 -2.6228 -0.12 0.08 -0.25
C 6.3632 -0.8484 2.1697 -0.04 0.02 -0.01
C -0.5654 4.2716 0.9732 -0.01 -0.01 0.02
C 4.4491 -2.5494 -3.1215 0.01 0.02 -0.03
C 4.2664 -0.1600 -3.1109 0.00 -0.08 0.01
C -2.2706 -0.0371 -1.9565 0.34 0.01 -0.10
C -3.2658 1.1613 0.8038 -0.01 0.14 -0.19
C 4.5749 -1.3393 -3.7789 -0.01 0.04 0.01
C -0.3090 4.3508 2.3446 -0.01 -0.01 -0.02
C 5.4677 -1.3460 1.2358 0.17 -0.03 0.03
C 1.1854 2.5044 2.1067 0.19 0.00 0.34
C -3.5894 -1.9474 0.0602 0.08 -0.12 0.11
C 2.5616 -2.5881 0.6793 -0.15 -0.19 0.19
C 4.6744 0.6499 3.0048 0.16 -0.10 0.06
C 4.1730 -0.8681 1.1855 0.13 0.15 0.07
C 3.7727 0.1453 2.0675 -0.04 0.02 -0.20
C 3.8310 -0.2053 -1.8003 0.11 -0.03 0.03
C 0.0675 3.2840 0.2510 -0.15 0.10 -0.07
C -3.3829 2.4038 0.2148 -0.10 0.32 -0.08
C -5.0809 -4.3085 0.4023 0.06 0.01 -0.03
C -2.3944 0.4988 -4.7282 0.06 0.00 -0.05
C -3.7778 -4.3702 -0.0729 -0.05 0.03 -0.01
C -4.2984 3.3742 2.2040 0.00 0.04 -0.03
C -3.8882 3.5090 0.8872 0.01 -0.14 0.07
C 0.5710 3.4694 2.9195 -0.05 0.06 -0.07
H 0.8055 3.4888 3.9718 0.03 0.00 0.06
H 4.9076 -1.3110 -4.8059 0.01 0.01 -0.06
H 3.9435 -3.5532 -1.2940 0.04 0.06 -0.11
H 6.6515 0.5327 3.7843 0.06 0.02 0.06
H 3.5928 0.7102 -1.2716 -0.02 0.07 0.05
H -0.1143 3.1671 -0.8084 -0.04 -0.01 -0.10
H -1.2497 4.9476 0.4845 -0.03 0.05 -0.04
H -0.7996 5.0995 2.9504 -0.03 0.05 0.02
H 4.3539 0.7925 -3.6130 0.00 0.05 -0.03
H 5.7686 -2.1162 0.5366 0.02 0.08 0.03
H 1.8919 -2.9597 -0.0941 0.03 0.07 0.09
H 4.6841 -3.4700 -3.6336 0.03 -0.08 -0.06
H 7.3709 -1.2306 2.2017 0.10 -0.03 0.01
H 2.0092 -2.3703 1.5938 0.08 -0.03 -0.17
H 4.3493 1.4375 3.6658 -0.02 0.04 0.02
```
Positions in Å, forces in eV/Å.

Values from the calculation:
F_max = 0.54 eV/Å
frontier orbital gap (spin up / spin down) = 7.27 / 6.15 eV
multiplicity = 3
HOMO level (spin up / spin down) = -0.2724 / -0.3131 hartree
energy relative to the best compared isomer or geometry (same formula, charge and spin) = 0.0 kcal/mol


[2]
Entry from the OMol25 dataset: a cluster of 9 separate species, C51H120F9N6O15S3 in total at a distorted geometry (ωB97M-V with the def2-TZVPD basis set).

```
204
Properties=species:S:1:pos:R:3:forces:R:3
S -0.6920 -0.4495 0.0696 -0.72 1.10 -2.01
S -0.0405 4.9724 -1.1321 0.71 -0.46 -0.01
S -4.4098 0.5649 2.6981 1.41 -1.81 0.96
F 0.3281 5.9604 -3.4589 -0.21 0.35 -0.29
F 1.8565 6.5103 -2.0817 1.81 0.53 0.30
F 0.8188 -1.9744 -1.5104 0.16 0.11 0.29
F -6.4162 1.8330 3.6515 -0.25 -0.27 -0.13
F 1.8968 -0.1977 -0.8327 -1.08 -0.51 0.01
F -6.9391 0.1008 2.4036 -0.41 0.26 -0.63
F -0.0584 7.4751 -1.9577 -0.18 0.74 0.14
F 1.4475 -1.7589 0.6151 -0.30 0.18 -1.29
F -6.3308 -0.1972 4.4020 0.38 -0.09 0.61
O -4.6008 1.4553 1.5936 0.15 0.05 -1.31
O 0.3713 3.7473 -1.7833 0.06 0.19 -0.25
O -1.0000 7.5165 2.4525 -0.25 -0.34 -0.16
O 0.5496 5.1258 0.1884 0.38 0.23 -0.09
O -5.5138 1.1600 -3.9491 -0.13 -0.67 -0.16
O -1.3345 -1.6586 0.5399 -0.29 -0.32 -0.54
O -1.3284 0.2070 -1.0922 0.84 -1.14 1.34
O 9.9460 -5.2092 -3.5465 1.55 2.20 -0.80
O 0.0090 -0.3493 6.2211 0.06 -0.99 -0.74
O -1.4385 5.2740 -1.2205 -1.60 -0.08 0.25
O -4.0154 -0.8714 2.4265 -1.16 2.91 0.29
O -0.2713 0.4233 1.1166 0.31 0.81 0.92
O -1.8425 -5.3219 -1.7480 0.27 0.12 1.65
O 4.6430 2.1683 -2.3395 0.08 0.81 -0.23
O -3.6349 1.1681 3.7771 -0.07 -0.46 -0.04
N 4.0669 3.2690 0.5332 -0.11 -1.09 -0.16
N -1.2899 -2.4882 4.4549 0.93 1.18 -0.88
N -2.5751 4.9927 3.7888 0.12 0.44 -0.14
N -4.5526 -2.9957 -0.9865 -0.73 -0.94 0.29
N 9.2682 -8.0910 -4.3902 1.62 -0.22 -0.86
N -4.1459 3.8104 -3.1737 1.11 -1.09 -0.59
C -0.0590 8.0444 1.5149 0.37 1.36 2.36
C 0.5727 6.3506 -2.1932 -0.78 -1.78 -0.32
C -4.5235 -0.4381 -1.0330 -0.89 0.44 0.85
C 2.1034 2.3505 1.8687 -0.52 -0.10 1.66
C -1.7215 3.2589 2.0782 1.72 -0.49 1.20
C -6.2084 2.2885 -3.4681 -0.17 0.31 -2.06
C -3.8191 -4.1744 -1.5913 0.41 1.14 0.94
C 3.2293 3.3443 1.7842 0.04 1.82 0.67
C -2.8147 5.9213 2.6360 -0.63 -0.23 -1.05
C 0.3061 0.5521 7.2193 0.07 2.25 0.26
C -2.2114 -3.0676 5.4130 -1.34 -0.39 0.77
C -3.9792 4.4553 4.0446 0.09 -0.25 -0.09
C 4.7694 4.5888 0.2796 -0.91 -0.85 -0.38
C -3.6120 -2.5403 5.2846 -1.69 -2.09 0.36
C -2.9732 2.7400 -3.4593 -1.22 0.01 2.57
C 7.9855 -7.8483 -3.6211 0.81 -2.55 -0.68
C 10.5477 -7.5424 -3.6671 -1.43 1.01 1.49
C -3.9250 -1.6931 -1.5443 0.14 -1.21 -0.55
C -6.0316 -3.0263 -1.4362 -0.17 1.24 0.18
C 0.9362 -1.1086 -0.5067 1.01 -0.19 1.09
C 5.0485 2.1385 0.7004 -1.19 -1.11 1.12
C -0.6830 -5.9539 -1.1633 -1.61 -0.08 1.74
C 6.7348 -8.3439 -4.2613 -1.19 -0.60 -0.84
C 11.0179 -6.1163 -3.9112 -0.07 1.71 -0.24
C -1.5641 3.8595 3.4456 -1.89 0.01 1.36
C -1.6908 6.4846 1.7808 -0.17 -0.05 0.71
C -5.4279 3.5025 -3.9336 1.07 -0.73 -0.98
C -1.4316 -0.8811 4.4433 -0.29 -2.84 -1.57
C 5.2833 2.4858 -3.5829 0.12 -2.38 0.71
C -4.3266 3.7862 -1.6760 1.49 0.25 0.82
C 9.2108 -7.5939 -5.8061 0.14 -1.03 0.98
C 9.5516 -9.5745 -4.5034 0.35 -0.97 -0.02
C -3.6099 5.1588 -3.6884 -1.08 -0.04 1.39
C -6.1174 0.5624 3.3368 -0.07 -0.28 0.30
C 5.6416 5.1362 1.3569 1.12 -0.26 1.38
C 3.1179 2.9057 -0.6583 0.43 -1.39 0.90
C -2.0948 5.8346 4.9480 0.69 -1.03 -0.65
C -1.3356 -0.2394 5.7695 0.06 -0.24 0.81
C -4.2407 3.8358 5.3918 0.27 -0.43 0.70
C -6.3602 0.0297 -4.0912 0.13 -0.79 -1.38
C -4.4469 -3.0762 0.5186 -0.62 1.23 -0.26
C -1.6866 -4.4124 2.9481 1.25 -0.63 -1.61
C 9.9365 -10.3019 -3.1977 0.23 -1.09 -2.23
C -5.4351 4.6447 -1.1019 -0.07 -1.21 -0.12
C 0.0594 -2.9273 4.8291 0.80 1.11 0.70
C 3.6071 3.0639 -2.0495 -1.22 0.77 -0.98
C -1.5186 -2.9170 3.0236 1.43 -0.97 0.63
C -2.5089 2.7148 -4.8476 -0.04 0.02 -0.32
C -2.5105 -4.4274 -0.8273 0.52 0.18 -2.05
C -6.9679 -4.1272 -0.9483 1.67 -0.74 1.00
C 10.4549 -3.7486 -3.7999 -0.97 -0.67 2.23
H -7.3554 0.3799 -4.4629 0.68 -0.65 0.10
H 6.4414 -7.7701 -5.1737 0.26 -0.39 0.77
H 8.6470 -8.2681 -6.4219 -0.32 -0.12 -0.20
H -0.5419 8.2561 0.5935 -0.44 0.18 -1.04
H -6.9618 -4.3506 0.1273 0.23 0.60 -0.10
H -6.3477 2.2496 -2.4243 -0.25 -0.07 1.46
H -4.0744 5.9415 -3.0463 -0.01 -0.43 -0.92
H 1.2624 0.4437 7.7418 0.10 -0.47 -0.84
H 10.7684 -9.8710 -2.6843 0.60 0.09 0.13
H -3.8117 0.3645 -1.2676 -0.48 -0.06 -0.05
H 9.1466 -10.3645 -2.5259 -1.55 -0.17 1.24
H -2.3293 -0.8114 3.7701 0.82 0.81 1.26
H 5.4699 1.9441 -0.2726 0.76 0.14 0.01
H 5.7871 3.4344 -3.5291 0.45 0.26 -0.13
H 2.2191 3.4929 -0.5580 -0.21 0.07 0.25
H -3.7348 4.3811 6.2015 -0.64 0.18 -0.18
H 0.0917 -5.1972 -1.0031 0.04 -0.30 0.21
H -0.3994 -6.6951 -1.8572 0.64 -0.64 -0.91
H -1.9720 5.1449 5.7892 0.26 0.51 -0.07
H 0.2377 1.5622 6.7520 0.34 -0.21 0.57
H -2.8489 -1.6736 -1.3555 -0.24 -0.32 0.50
H -2.7046 2.9566 1.9517 -1.94 -0.69 -0.45
H -6.4761 -0.4993 -3.1606 -0.33 -0.01 0.66
H -1.9849 -0.6326 6.5470 -0.29 -0.29 0.04
H -0.8700 -5.0873 3.2883 -0.29 0.86 0.20
H -4.6775 -4.1054 0.8347 0.29 0.56 -0.01
H 2.6712 2.8223 -2.6644 1.11 0.36 0.59
H -3.3531 1.7613 -3.1647 -0.47 0.22 -0.06
H -5.8932 -0.7660 -4.7861 -0.63 1.67 0.71
H -5.5999 -0.2090 -1.3103 1.52 -0.17 0.11
H -5.3391 3.8039 5.5765 0.88 0.00 -0.10
H -5.5367 4.3609 -0.0701 0.03 -0.27 0.60
H 3.9493 5.2468 -0.0176 0.31 0.12 -0.12
H -2.8374 6.5928 5.1529 -0.15 0.08 0.14
H -0.5419 -0.6273 3.8992 0.29 0.44 -0.59
H 10.1388 -7.4409 -2.6517 0.61 -0.52 0.11
H 6.6618 -9.4022 -4.4847 0.33 -0.23 -0.16
H 0.2115 9.0359 2.0022 0.41 -1.35 -0.89
H -1.8240 3.4931 -5.0249 0.76 1.16 -0.52
H -1.4278 3.9318 1.3149 0.37 0.30 -0.82
H 0.0804 -3.9438 5.0782 -0.43 -1.59 0.44
H 11.1729 -5.8473 -4.9802 0.83 -0.67 0.59
H -4.4188 -5.0893 -1.5877 -0.09 0.41 -0.09
H -7.9941 -4.0495 -1.1977 -0.90 0.90 -0.56
H -6.4377 4.4954 -1.5156 0.31 0.23 -0.26
H 7.7700 -6.8629 -3.5710 0.51 3.52 0.61
H 4.6166 2.4097 -4.4195 -0.82 0.52 -0.38
H -4.4731 -0.5490 0.0547 -0.16 0.53 -0.01
H 10.0328 -3.1467 -2.9100 1.00 -1.06 -1.44
H 2.8245 4.4044 1.7611 0.24 -1.24 0.18
H 0.7291 7.2999 1.3715 0.26 0.53 -0.06
H 8.7014 -10.0358 -5.0375 0.30 0.17 0.56
H 0.7695 -2.8475 4.0236 0.14 0.67 -0.33
H 5.8949 1.5743 -3.7180 0.57 1.00 -0.08
H -0.9441 -6.5690 -0.1876 0.41 1.52 -1.58
H -3.4703 -2.6441 0.8054 -0.37 -0.72 -0.10
H 10.1869 -11.3550 -3.5215 -0.14 1.12 0.51
H -4.1265 -2.8086 4.3330 0.71 0.58 0.32
H -6.6771 -5.0507 -1.3856 0.33 -1.00 -0.55
H 11.9377 -5.8498 -3.2213 -1.49 -1.01 -1.58
H -5.1740 -2.3515 0.9170 0.13 -0.57 0.05
H -1.9775 1.8078 -5.0591 0.15 -0.63 0.04
H -4.2089 -3.1847 6.0073 0.54 1.23 -0.42
H -1.6535 -4.5826 1.8436 -0.67 -0.25 0.84
H -2.2692 -4.1593 5.3981 0.55 0.13 -0.54
H 6.6686 4.7852 1.1648 -0.18 0.76 -0.01
H -6.0542 4.3794 -3.8978 -0.03 0.38 -0.07
H -2.2484 2.9797 -2.6526 0.00 0.16 -0.93
H -3.8833 5.2036 -4.7410 0.11 0.34 0.17
H -2.7297 -4.8825 0.1233 0.10 -0.55 0.32
H -3.3455 2.7726 -5.5212 -0.15 -0.05 -0.52
H -2.1681 6.9429 0.8976 -0.05 -0.50 0.05
H -6.0378 -2.9403 -2.5355 0.21 -0.32 0.37
H 4.4642 1.1917 0.9634 0.58 1.38 -0.32
H -0.9731 5.7288 1.4582 -0.27 0.14 -0.08
H 11.3363 -8.2973 -3.6970 -0.20 0.43 -0.30
H -6.3707 -2.0591 -1.0761 -0.31 -0.03 0.05
H 5.5554 6.2176 1.4510 0.33 0.00 -0.47
H -1.6676 0.7768 5.6415 0.13 0.82 -0.16
H -3.4747 5.2986 1.9939 0.39 0.79 -0.01
H 5.9604 -8.2148 -3.5011 -0.09 0.30 -0.18
H 1.4292 2.3555 1.0556 -0.47 0.05 -1.06
H 1.4242 2.6502 2.7046 0.79 -0.21 -0.28
H 10.1912 -7.4649 -6.1611 1.47 -0.62 -0.53
H -7.2194 2.3583 -3.9695 0.84 -0.03 0.52
H -3.6259 -3.7742 -2.5708 0.33 -0.79 -0.70
H -1.9284 -3.4861 -0.6361 -0.36 -0.83 -0.27
H 8.8854 -6.6170 -5.8207 -1.51 2.07 0.13
H 11.5443 -3.6641 -3.9241 -0.13 -0.62 0.94
H 3.9248 3.2656 2.6698 -0.70 0.07 -1.02
H 10.4165 -9.7070 -5.1711 -0.33 0.49 0.01
H -3.8293 2.8330 5.4764 -0.26 -0.22 -0.25
H -0.6358 -2.6203 2.3952 -1.12 0.21 0.89
H 3.8327 4.1385 -2.2602 0.25 -0.69 -0.11
H -2.5474 5.2739 -3.5124 0.18 -0.48 -0.05
H -1.1546 6.3025 4.6105 -0.41 -0.16 0.40
H 2.4046 1.3171 2.0558 0.11 0.13 -0.03
H -3.6909 -1.4910 5.5020 -0.40 0.29 0.03
H -1.1131 2.3292 2.0592 -0.28 0.63 -0.22
H -1.7861 3.1231 4.2343 0.10 0.00 -0.35
H -4.1714 3.7792 3.1929 -0.14 0.15 0.58
H -0.4073 0.5428 8.0146 -0.88 -0.16 0.63
H -1.8324 -2.8669 6.4065 0.21 0.35 0.23
H -4.6216 5.3243 3.9704 -0.10 0.16 -0.26
H -3.3118 4.1069 -1.3067 -1.10 0.13 -0.18
H -3.3953 6.7435 3.0670 0.03 -0.08 -0.30
H 0.3442 -2.3566 5.7114 0.30 -0.08 -0.27
H -5.1132 5.6404 -1.0755 -0.08 1.73 -0.27
H -2.4282 -2.4737 2.6982 -0.44 0.67 -0.42
H 2.9146 1.8059 -0.5422 -0.04 1.23 0.22
H -0.6300 4.2799 3.6940 1.32 0.52 -0.17
H 5.5044 4.8093 2.3869 -0.68 -0.30 -0.02
H -5.0985 3.2639 -5.0025 -0.69 0.67 1.43
H -4.3888 2.7808 -1.2426 -0.24 -0.22 -0.95
H 8.1439 -8.2860 -2.6514 0.03 -0.04 0.41
H -2.5915 -4.7069 3.4327 -0.73 -0.52 -0.20
H 5.4519 4.3566 -0.5201 -0.27 0.20 -0.86
H 5.6993 2.3375 1.5838 -0.11 0.04 -1.10
H 10.1607 -3.2472 -4.7053 -1.17 -0.58 -0.64
H -3.9856 -1.8621 -2.6049 -0.36 0.28 -0.67
```
Positions in Å, forces in eV/Å.

Values from the calculation:
F_max = 3.61 eV/Å
frontier orbital gap = 9.90 eV
HOMO level = -0.5155 hartree
energy relative to the best compared isomer or geometry (same formula, charge and spin) = 0.0 kcal/mol
charge = +3